(1)
# C25H49N2O11SSbSi3Sr

A molecular structure, C25H49N2O11SSbSi3Sr in a non-equilibrium geometry (wB97M-V/def2-TZVPD, the Open Molecules 2025 dataset).

The value obtained for the largest force on an atom is 0.08647 hartree/bohr. Its HOMO-LUMO gap is 6.21 eV. As for the HOMO energy: -2.35 eV. The calculation puts the energy at -94069.80174 eV. For the energy above the lowest of the compared OMol25 structures with the same formula, charge and spin, the calculation gives 121.7 kcal per mole.

The geometry in ORCA input format:
```
! wB97M-V def2-TZVPD RIJCOSX def2/J DEFGRID3
* xyz -2 1
Sr -1.35895 0.54332 -1.48156
O 1.03866 -0.48597 -4.51150
C 0.42110 -0.10436 -3.51784
O 0.78597 -0.18583 -2.30337
C -0.94393 0.76982 -3.94938
C -0.88643 2.26269 -3.48515
C -1.46516 3.08246 -4.64325
C -2.95193 2.65383 -4.51404
C -2.93257 1.83175 -3.19052
O -1.90059 2.51359 -2.49742
C -2.44927 0.36475 -3.66578
C -2.20992 -1.27906 -3.25389
O -2.10301 -1.86769 -4.32307
O -2.04360 -1.68019 -2.08197
H -0.76642 0.78696 -5.01762
H 0.11589 2.51133 -3.14425
H -1.35219 4.14857 -4.44028
H -1.01458 2.85778 -5.60839
H -3.60004 3.52124 -4.38773
H -3.31541 2.08128 -5.36512
H -3.87019 1.83763 -2.64630
H -2.97912 0.21367 -4.59534
O -3.87660 3.09492 -0.29913
S -3.25940 2.03804 0.51201
O -3.81910 1.96127 1.86484
O -3.42521 0.70235 -0.18350
O -1.76560 2.21576 0.54675
N 1.31249 1.71676 -0.11488
C 2.34750 1.94165 -0.56720
N 3.58393 2.13725 -1.03943
C 3.87161 3.41869 -1.67264
C 5.15793 3.27243 -2.46201
O 6.22353 2.82680 -1.63694
C 5.92106 1.56104 -1.06435
C 4.67398 1.62952 -0.20769
H 3.97992 4.21147 -0.92026
H 3.04661 3.67547 -2.33629
H 5.46334 4.23350 -2.87490
H 5.00025 2.56165 -3.28250
H 6.78320 1.27660 -0.46225
H 5.77613 0.81997 -1.85979
H 4.84354 2.29137 0.65194
H 4.39928 0.64056 0.15969
C -1.82707 2.78560 3.65632
Si -0.83107 1.19981 3.48797
C -1.05952 0.33851 5.16851
C 0.98117 1.81675 3.43515
Sb -0.91802 -0.34958 1.44314
Si 0.83460 -1.92863 2.58363
C 2.44598 -1.48723 1.65602
C 0.60084 -3.80552 2.43834
C 1.40437 -1.80493 4.40831
Si -2.79414 -1.96481 2.15993
C -4.50019 -1.19832 2.04667
C -2.65784 -2.66860 3.92021
C -2.71842 -3.43370 0.97446
H -1.19951 3.49839 4.20420
H -2.74636 2.61806 4.21682
H -2.10439 3.19530 2.68787
H -0.48377 0.91166 5.90521
H -0.72909 -0.70047 5.20859
H -2.11031 0.38292 5.46480
H 1.03967 2.83493 3.83268
H 1.34496 1.83612 2.40626
H 1.65835 1.19300 4.01854
H 2.22697 -1.01880 0.69566
H 3.05371 -2.38072 1.47747
H 3.03660 -0.78993 2.26179
H 0.31429 -4.09027 1.43121
H -0.14552 -4.18680 3.13925
H 1.56096 -4.27669 2.68076
H 1.45421 -0.79480 4.80898
H 2.41516 -2.22852 4.41934
H 0.78658 -2.40525 5.08138
H -4.48172 -0.13759 2.30498
H -5.19853 -1.73556 2.69919
H -4.85198 -1.25372 1.01525
H -3.04690 -1.95907 4.65407
H -1.64151 -2.94090 4.21223
H -3.27684 -3.57226 3.96197
H -2.34858 -3.12122 -0.00464
H -3.72208 -3.85260 0.84854
H -2.05882 -4.22088 1.34682
C 2.34952 -2.76696 -2.04531
C 0.94033 -3.15474 -1.67210
C 0.16641 -3.89636 -2.72919
O 0.44713 -2.88639 -0.59892
H 2.92483 -3.67308 -2.26241
H 2.81559 -2.20524 -1.24028
H 2.31507 -2.15485 -2.94858
H 0.82076 -4.51133 -3.35035
H -0.32739 -3.16403 -3.37357
H -0.61517 -4.49534 -2.26484
*
```

Results of the Mulliken charge analysis, in e, for atoms 1 through 5:
1. Sr 1.578
2. O -0.821
3. C -0.492
4. O -0.182
5. C -0.375

=====

(2)
# C38H47BInN9S3

A molecular structure, C38H47BInN9S3 (wB97M-V/def2-TZVPD, the Open Molecules 2025 dataset).

The value obtained for the largest force on an atom is 0.00510 hartree/bohr. Its HOMO-LUMO gap is 7.89 eV. As for the HOMO energy: -13.56 eV. The calculation puts the energy at -91926.49722 eV. For the energy above the lowest of the compared OMol25 structures with the same formula, charge and spin, the calculation gives 3.0 kcal per mole.

The geometry in ORCA input format:
```
! wB97M-V def2-TZVPD RIJCOSX def2/J DEFGRID3
* xyz 2 1
In 3.04024 0.24046 0.09587
C 0.13355 0.82784 4.68530
C -0.65773 0.45146 3.47477
C -2.01380 0.44046 3.47375
C -2.75010 0.03962 2.32568
N -2.13565 -0.27574 1.22218
N -0.77872 -0.23882 1.21026
B -0.22138 -0.64480 -0.14478
N 0.59487 -1.91639 -0.17495
N -0.66002 -2.06121 -0.64052
C -1.13123 -3.17509 -1.11639
C -0.24422 -4.28897 -1.01058
C 1.02378 -4.17913 -0.52275
C 1.93624 -5.35262 -0.42282
C 1.52411 -2.87129 -0.12525
S 3.12339 -2.57038 0.27775
C -2.52235 -3.23920 -1.69793
C -3.41115 -3.97199 -0.68056
C -2.47484 -4.02553 -3.01528
C -3.04841 -1.82736 -1.96182
N -0.12195 0.46522 -1.18803
N -1.12570 1.34439 -0.97947
C -1.30551 2.30256 -1.84260
C -0.52105 2.37175 -3.02014
C 0.50316 1.50329 -3.22966
C 1.39935 1.58920 -4.42164
C 0.74536 0.53904 -2.21203
S 2.15145 -0.45420 -2.25191
C -2.38046 3.33351 -1.56184
C -3.47543 3.19703 -2.62875
C -1.74179 4.72900 -1.62930
C -2.98276 3.11895 -0.17720
C -0.00369 0.05968 2.25997
S 1.70367 -0.14940 2.28594
C -4.26641 -0.04716 2.38575
C -4.86076 -0.44551 1.03898
C -4.83256 1.31583 2.81304
C -4.64143 -1.10812 3.43381
H -0.52877 1.17393 5.47609
H 0.85187 1.61293 4.45000
H 0.70420 -0.02628 5.05370
H -2.55018 0.73202 4.36737
H -0.60084 -5.25446 -1.34265
H 1.42920 -6.26767 -0.71902
H 2.30696 -5.45537 0.59862
H 2.81014 -5.20146 -1.05937
H -3.04857 -4.98313 -0.48443
H -4.42374 -4.05251 -1.07782
H -3.45549 -3.43256 0.26770
H -2.19528 -5.06957 -2.86809
H -1.78035 -3.57419 -3.72655
H -3.46820 -4.01715 -3.46445
H -3.05460 -1.21618 -1.05930
H -4.07064 -1.88961 -2.33624
H -2.44617 -1.32353 -2.72374
H -0.72347 3.14979 -3.74500
H 1.02535 2.32990 -5.12518
H 1.47798 0.62603 -4.92643
H 2.40600 1.87307 -4.11071
H -3.08445 3.34415 -3.63779
H -4.24375 3.95345 -2.46251
H -3.95045 2.21390 -2.58392
H -1.39220 4.97599 -2.63343
H -0.89677 4.80918 -0.94304
H -2.48703 5.47679 -1.35532
H -3.42768 2.12792 -0.09122
H -3.75964 3.86603 -0.00606
H -2.22680 3.22186 0.60479
H -4.60587 0.26611 0.25253
H -5.94720 -0.48007 1.12783
H -4.51697 -1.43294 0.72854
H -4.58662 2.09589 2.09280
H -4.46866 1.62705 3.79380
H -5.91937 1.24719 2.87906
H -4.22824 -2.08550 3.17487
H -5.72717 -1.20212 3.47889
H -4.29499 -0.84278 4.43380
C 6.75921 -1.38350 -1.80475
C 7.79223 -0.90868 -1.01272
C 7.50187 -0.06582 0.04714
C 6.18468 0.28522 0.29562
N 5.18883 -0.19994 -0.46092
C 5.46982 -1.01039 -1.48802
C 5.78823 1.23321 1.37627
C 6.70762 1.90433 2.16559
C 6.24504 2.82731 3.09166
C 4.88512 3.06566 3.19284
C 4.02946 2.35060 2.37586
N 4.47457 1.44802 1.50275
H 6.94113 -2.03384 -2.64802
H 8.81688 -1.18929 -1.21731
H 8.29867 0.31236 0.66870
H 4.62840 -1.37181 -2.06222
H 7.76777 1.73210 2.05949
H 6.94606 3.36522 3.71575
H 4.48905 3.79336 3.88623
H 2.95802 2.50148 2.40226
N 1.56369 3.20356 -0.46391
C 2.09202 2.19841 -0.24730
*
```

Results of the Mulliken charge analysis, in e, for atoms 1 through 5:
1. In 1.651
2. C -1.905
3. C 0.216
4. C -0.871
5. C 0.061

=====

(3)
# C36H36Br36F5N2O6PSi

A molecular structure, C36H36Br36F5N2O6PSi in a non-equilibrium geometry (wB97M-V/def2-TZVPD, the Open Molecules 2025 dataset).

The value obtained for the largest force on an atom is 0.19430 hartree/bohr. Its HOMO-LUMO gap is 8.29 eV. As for the HOMO energy: -8.83 eV. The calculation puts the energy at -2605453.60220 eV.

The geometry in ORCA input format:
```
! wB97M-V def2-TZVPD RIJCOSX def2/J DEFGRID3
* xyz 0 1
C 3.18026 1.50507 3.78672
C 1.96906 1.15872 3.48584
P 1.55398 0.03797 2.12332
O 1.57846 1.28224 0.89003
C 1.42030 2.60304 1.28971
O 2.31506 3.29629 1.24845
C 0.07955 3.26576 1.66852
C -0.77884 3.56466 0.63970
C -2.01251 4.10590 0.83758
C -2.39022 4.35541 2.14000
C -1.52256 4.09948 3.15220
C -0.28240 3.55891 2.94578
C -0.21311 -0.31824 1.54013
O -1.08959 0.37172 1.78375
N -0.47070 -1.47658 0.71868
C -1.84815 -1.46073 0.35196
O -2.22055 -0.91380 -0.53490
F -2.66066 -2.11851 1.12464
N 1.36913 -1.35734 3.29243
C 0.17344 -1.40114 4.05068
O -0.38663 -2.35558 4.11924
F -0.29234 -0.37625 4.72323
C 2.46353 -1.71380 4.06871
O 2.58442 -1.43649 5.13573
F 3.38903 -2.54212 3.59940
C 2.89525 -0.88295 1.08041
F 2.95810 -0.27420 -0.12822
F 4.13165 -0.67376 1.58582
C 2.56895 -2.34859 0.77525
C 2.44218 -2.67480 -0.75140
Si 1.81500 -4.44780 -1.03272
C 3.12542 -5.76104 -0.61081
C 1.55657 -4.58434 -2.91365
C 0.13963 -4.78394 -0.24322
C -0.12754 -4.68940 1.09958
C -1.33878 -4.97118 1.63457
C -2.38723 -5.37334 0.86032
C -2.15497 -5.46407 -0.48551
C -0.93414 -5.18721 -1.03059
H 3.94375 1.63575 3.02754
H 3.44263 1.68312 4.80908
H 1.18232 1.53877 4.12903
H -0.49084 3.37104 -0.37616
H -2.62792 4.30163 -0.02886
H -3.42393 4.75587 2.33013
H -1.84331 4.30881 4.16557
H 0.39161 3.36789 3.76980
H 0.00704 -1.26951 -0.16092
H 3.42783 -2.94635 1.10910
H 1.66569 -2.74151 1.23766
H 3.41097 -2.57055 -1.24750
H 1.70216 -2.02722 -1.24636
H 2.78994 -6.70345 -1.05532
H 4.05301 -5.43405 -1.09702
H 3.23166 -5.84878 0.47503
H 0.70586 -3.92618 -3.15285
H 2.42569 -4.20221 -3.45779
H 1.26216 -5.59108 -3.21909
H 0.65556 -4.40546 1.79637
H -1.52723 -4.88539 2.69798
H -3.35621 -5.61910 1.27049
H -2.95176 -5.79359 -1.14513
H -0.87553 -5.32715 -2.12186
C -1.29673 -6.70204 -5.54613
Br -1.72692 -5.64124 -3.98621
Br 0.50046 -7.39514 -5.47274
Br -2.58852 -8.10004 -5.83295
H -1.34770 -6.04352 -6.40276
C -3.79710 -7.48211 -9.85144
Br -3.70571 -5.95585 -8.67759
Br -2.09602 -8.37660 -9.99705
Br -5.20159 -8.69667 -9.33246
H -4.04640 -7.11136 -10.83647
C 5.76678 4.37700 5.60804
Br 6.76628 3.08582 6.63818
Br 4.75408 3.57652 4.17414
Br 4.56043 5.42962 6.66838
H 6.48207 5.05362 5.16289
C 6.82223 -2.69543 -2.36868
Br 7.76843 -4.09367 -1.43747
Br 5.73027 -3.39838 -3.79641
Br 5.79091 -1.60491 -1.16023
H 7.56525 -2.05496 -2.82135
C 2.10029 6.60908 3.88660
Br 1.89590 7.04550 5.75621
Br 1.32656 4.89076 3.46292
Br 1.44984 7.99227 2.71941
H 3.16418 6.53148 3.70385
C -0.19161 1.57853 -3.33507
Br -2.08414 1.78092 -3.02297
Br 0.79958 1.53336 -1.68047
Br 0.19430 0.04106 -4.43543
H 0.13561 2.45135 -3.88205
C -6.85058 4.76491 1.58558
Br -6.90004 6.18686 2.88841
Br -5.05413 4.13006 1.22540
Br -8.00730 3.30750 2.09157
H -7.24101 5.17316 0.66432
C -0.42745 9.27036 -0.53390
Br -1.85712 8.53911 0.54309
Br 0.59709 7.88054 -1.38952
Br -1.05875 10.57479 -1.80186
H 0.24157 9.78615 0.14065
C 5.01366 7.95290 -0.64578
Br 4.78813 8.42467 1.21066
Br 4.21089 6.24579 -1.04639
Br 4.36931 9.34254 -1.81702
H 6.07479 7.85501 -0.82257
C -0.64583 -4.95727 5.99519
Br 1.26727 -5.17835 5.89535
Br -1.57091 -6.23686 4.88530
Br -1.27889 -4.99937 7.81605
H -0.87162 -3.97508 5.60197
C -7.58579 -7.28799 -12.15886
Br -7.59715 -5.45546 -12.75848
Br -9.28150 -8.15261 -12.46095
Br -6.12894 -8.28377 -12.93621
H -7.42274 -7.27194 -11.08972
C -5.87759 11.22161 2.88936
Br -6.52423 11.30224 1.07315
Br -5.74281 12.97271 3.68328
Br -6.95420 10.03405 3.95727
H -4.87973 10.80940 2.85786
*
```

Results of the Mulliken charge analysis, in e, for atoms 1 through 5:
1. C -1.884
2. C -0.367
3. P 1.773
4. O 0.010
5. C -1.303

=====

(4)
# C5H7ClS2

C5H7ClS2 in the gas phase in a non-equilibrium geometry (wB97M-V/def2-TZVPD, the Open Molecules 2025 dataset).

The value obtained for the largest force on an atom is 0.10497 hartree/bohr. Its HOMO-LUMO gap is 8.22 eV. As for the HOMO energy: -8.79 eV. Its SMILES is C/C=C(\CCl)SC=S. The calculation puts the energy at -39488.29667 eV. For the energy above the lowest of the compared OMol25 structures with the same formula, charge and spin, the calculation gives 64.3 kcal per mole.

The geometry in ORCA input format:
```
! wB97M-V def2-TZVPD RIJCOSX def2/J DEFGRID3
* xyz 0 1
C 2.52044 0.94951 -1.80184
C 1.73963 -0.25570 -1.23601
C 0.51167 0.21327 -0.62879
C 0.23336 1.70808 -0.20895
C -0.20761 -1.46754 1.63173
H 2.74407 0.84916 -2.77119
H 3.48161 0.89666 -1.15347
H 2.00266 1.99106 -1.66395
H 2.06802 -1.38341 -1.35228
H 1.11573 2.26719 0.00388
H -0.18685 1.63304 0.85934
H 0.81179 -1.26173 1.88559
S -0.82016 -0.82698 0.01230
S -0.80816 -2.82882 2.35127
Cl -0.86876 2.74206 -1.18600
*
```

Results of the Mulliken charge analysis, in e, for atoms 1 through 5:
1. C -1.007
2. C -0.032
3. C 0.092
4. C -0.725
5. C -0.256